# 1
Entry from OMol25: a structure of composition C41H30Br2N5O4PS2SeTl (ωB97M-V/def2-TZVPD).

```
! wB97M-V def2-TZVPD RIJCOSX def2/J DEFGRID3
* xyz 1 1
Tl 0.82 -0.62 -0.71
C -0.89 -1.52 -3.94
C -1.28 -2.56 -2.92
C -1.94 -3.74 -3.33
C -2.31 -4.67 -2.41
C -2.02 -4.46 -1.04
C -2.33 -5.38 -0.01
Br -3.25 -6.99 -0.40
C -1.96 -5.13 1.28
C -1.29 -3.94 1.60
Br -0.74 -3.68 3.39
C -0.97 -2.95 0.67
O -0.41 -1.83 0.98
C -1.35 -3.26 -0.70
N -1.00 -2.34 -1.66
H -0.28 -1.96 -4.73
H -0.33 -0.71 -3.48
H -1.78 -1.10 -4.41
H -2.15 -3.89 -4.39
H -2.81 -5.58 -2.71
H -2.18 -5.85 2.06
O 2.22 -1.16 3.55
S 2.12 0.19 3.14
O 3.15 0.83 2.38
O 0.77 0.38 2.25
C 1.61 1.23 4.47
C 2.42 1.53 5.54
C 1.92 2.37 6.52
C 0.63 2.89 6.42
C -0.18 2.58 5.34
C 0.32 1.73 4.36
P -0.47 1.23 2.85
C -1.91 0.29 3.09
C -2.59 -0.20 1.97
C -3.68 -1.03 2.16
C -4.08 -1.37 3.44
C -3.40 -0.88 4.56
C -2.31 -0.06 4.38
C -0.68 2.60 1.76
C 0.46 3.36 1.46
C 0.33 4.45 0.62
C -0.91 4.78 0.09
C -2.04 4.03 0.40
C -1.93 2.94 1.25
H 3.43 1.13 5.61
H 2.53 2.63 7.37
H 0.25 3.54 7.20
H -1.18 2.99 5.26
H -2.26 0.04 0.97
H -4.21 -1.44 1.30
H -4.93 -2.03 3.58
H -3.71 -1.17 5.55
H -1.76 0.30 5.24
H 1.43 3.08 1.85
H 1.20 5.05 0.38
H -1.00 5.63 -0.58
H -3.00 4.29 -0.02
H -2.81 2.36 1.50
Se 2.27 3.23 -2.02
N 0.80 2.36 -1.53
C -0.15 2.76 -2.35
C -1.51 2.27 -2.31
C -2.39 2.76 -3.21
C -2.01 3.74 -4.20
C -0.76 4.23 -4.27
C 0.23 3.75 -3.34
N 1.49 4.13 -3.32
H -1.79 1.53 -1.58
H -3.41 2.39 -3.20
H -2.77 4.09 -4.89
H -0.47 4.97 -5.01
N 4.73 0.62 -0.59
C 4.56 -0.31 -1.58
N 3.55 -1.11 -1.63
C 3.62 -1.91 -2.78
C 2.69 -2.88 -3.14
C 2.88 -3.59 -4.31
C 3.99 -3.34 -5.13
C 4.92 -2.38 -4.78
C 4.72 -1.67 -3.60
S 5.70 -0.41 -2.90
H 4.25 0.42 0.28
H 5.67 0.97 -0.46
H 1.84 -3.08 -2.49
H 2.17 -4.35 -4.60
H 4.12 -3.91 -6.04
H 5.77 -2.18 -5.42
*
```

Properties
Highest occupied orbital energy: -9.0 eV
E: -11014.6716 hartree
Energy relative to the best compared isomer or geometry (same formula, charge and spin): 0.0 kJ/mol

# 2
Entry from OMol25: a cluster of 2 separate species, C9H21BrO4P in total at a distorted geometry (ωB97M-V/def2-TZVPD).

```
! wB97M-V def2-TZVPD RIJCOSX def2/J DEFGRID3
* xyz -1 1
C 1.52 -0.25 -1.90
C 1.16 0.91 -0.97
O 0.70 2.06 -1.65
C -0.51 1.85 -2.38
P -2.06 1.40 -1.36
O -2.80 0.58 -2.77
C -3.71 -0.37 -2.31
C -4.49 0.40 -1.26
Br -5.70 -0.77 -0.24
O -3.58 1.00 -0.45
H 2.39 -0.79 -1.53
H 1.74 0.14 -2.89
H 0.69 -0.94 -2.01
H 2.05 1.22 -0.42
H 0.43 0.58 -0.23
H -0.37 1.09 -3.16
H -0.71 2.80 -2.87
H -1.52 0.11 -0.97
H -1.54 1.99 -0.16
H -2.73 2.63 -1.75
H -3.19 -1.20 -1.80
H -4.32 -0.76 -3.12
H -5.14 1.14 -1.75
C 1.78 -1.22 3.76
C 2.89 -2.09 3.16
C 2.98 -1.52 1.75
O 2.65 -0.14 1.86
C 2.08 0.14 3.14
H 1.79 -1.19 4.85
H 0.80 -1.58 3.44
H 3.82 -1.93 3.70
H 2.66 -3.15 3.17
H 2.26 -2.01 1.08
H 3.98 -1.61 1.32
H 2.80 0.70 3.74
H 1.19 0.75 3.00
*
```

Properties
Highest occupied orbital energy: -4.2 eV
E: -3571.8136 hartree

# 3
Entry from OMol25: a structure of composition C33H45N6O2SSbSeTc at a distorted geometry (ωB97M-V/def2-TZVPD).

```
! wB97M-V def2-TZVPD RIJCOSX def2/J DEFGRID3
* xyz 2 2
Tc 1.48 -0.80 -0.60
C 2.99 0.72 -1.19
C 3.60 -0.52 -1.55
C 3.88 -1.22 -0.36
C 3.38 -0.49 0.73
C 2.86 0.74 0.23
H 2.75 1.54 -1.85
H 3.82 -0.82 -2.56
H 4.36 -2.18 -0.29
H 3.38 -0.80 1.77
H 2.50 1.56 0.83
N -3.22 -6.42 3.89
C -2.39 -5.42 3.49
C -1.07 -5.35 3.97
C -0.22 -4.35 3.55
C -0.68 -3.39 2.65
C -1.98 -3.44 2.16
C -2.83 -4.45 2.57
S 0.37 -2.12 2.14
O 1.59 -2.14 2.89
O -0.38 -0.89 2.06
N 0.76 -2.42 0.51
C 1.56 -3.52 0.27
N 2.27 -3.40 -0.86
C 3.15 -4.37 -1.13
C 3.29 -5.47 -0.32
C 2.46 -5.53 0.80
N 1.60 -4.56 1.10
H -2.95 -7.04 4.62
H -4.19 -6.41 3.63
H -0.72 -6.08 4.69
H 0.79 -4.30 3.92
H -2.34 -2.68 1.48
H -3.84 -4.48 2.20
H 3.75 -4.25 -2.02
H 4.00 -6.26 -0.54
H 2.49 -6.37 1.47
C -3.92 2.38 2.33
C -2.51 2.09 1.82
C -1.44 2.56 2.80
C -0.03 2.22 2.34
N 0.33 2.95 1.11
C 0.30 2.47 -0.14
Se -0.25 0.71 -0.68
N 0.63 3.44 -0.99
C 0.58 3.40 -2.46
C -0.66 4.09 -3.01
C -1.97 3.41 -2.59
C -3.18 4.07 -3.25
C 0.89 4.61 -0.27
C 1.28 5.88 -0.67
C 1.47 6.81 0.33
C 1.27 6.49 1.69
C 0.88 5.23 2.08
C 0.69 4.29 1.07
H -4.67 2.05 1.62
H -4.06 3.45 2.51
H -4.10 1.86 3.28
H -2.37 2.60 0.85
H -2.38 1.02 1.64
H -1.58 2.07 3.77
H -1.53 3.63 2.98
H 0.07 1.16 2.14
H 0.72 2.49 3.09
H 0.61 2.35 -2.76
H 1.49 3.87 -2.83
H -0.58 4.10 -4.10
H -0.67 5.13 -2.69
H -2.08 3.46 -1.50
H -1.93 2.35 -2.86
H -3.24 5.13 -3.00
H -4.11 3.60 -2.93
H -3.12 3.99 -4.34
H 1.44 6.13 -1.71
H 1.77 7.81 0.07
H 1.42 7.25 2.43
H 0.72 4.98 3.13
C -0.86 -0.64 -4.00
Sb 0.27 -1.91 -2.73
C 1.51 -2.94 -4.10
C -1.15 -3.34 -2.12
H -1.39 -1.25 -4.74
H -0.21 0.06 -4.51
H -1.59 -0.09 -3.41
H 0.90 -3.25 -4.95
H 1.93 -3.81 -3.62
H 2.31 -2.29 -4.46
H -1.52 -3.88 -2.99
H -1.98 -2.83 -1.64
H -0.71 -4.04 -1.41
*
```

Properties
Highest occupied orbital energy (alpha / beta): -12.2 / -12.3 eV
E: -4883.6734 hartree
Energy relative to the best compared isomer or geometry (same formula, charge and spin): 197.5 kJ/mol

Question: What is the formula in the first record?
Answer: C41H30Br2N5O4PS2SeTl